Record 1
DFT (ωB97M-V with the def2-TZVPD basis set) results for C16H29IN2O8P as an isolated structure.

The geometry in ORCA input format:
```
! RIJCOSX wB97M-V def2-TZVPD def2/J DEFGRID3
* xyz -1 1
I 1.06902 0.14045 -2.35269
P 2.51182 1.36664 0.33731
O 4.41293 -3.14506 -1.30928
O 2.91397 -4.75277 -0.82636
O -6.74249 1.38162 1.41288
O -5.91750 -0.34902 2.59078
O 2.33480 -2.56899 -0.61286
O 4.69651 3.50170 -0.45906
O 3.74087 4.49722 -2.28008
O -4.99801 1.70839 2.82386
N 2.39962 1.76824 -2.40684
N -2.46178 0.91632 1.41106
C 0.04683 3.39020 0.04378
C 3.14149 -3.40692 -0.89036
C 3.07322 2.26135 1.94505
C 3.68957 3.56135 -1.23917
C 5.10674 -4.38671 -1.28472
C -1.15696 2.34899 -0.32505
C 2.39353 2.57664 -1.10472
C -7.13837 -0.77557 1.99762
C 1.09692 3.50839 -1.16152
C -1.18983 1.03592 0.60140
C -7.28356 0.18662 0.85598
C 3.99697 -5.36913 -1.51715
C -8.71159 0.38602 0.39841
C 4.28012 -6.75438 -0.97911
C -5.80613 0.98409 2.32394
C 3.98150 0.17166 0.01667
H -7.93251 -0.68889 2.74581
H -2.16825 2.88911 -0.15552
H -2.53655 1.69552 2.08600
H 0.48922 3.21146 1.07718
H -1.15414 2.08509 -1.44996
H -1.19657 0.11957 -0.10610
H -6.65504 -0.09962 0.00505
H 3.62632 -0.87094 0.32868
H 4.20332 2.50409 1.91323
H -7.06940 -1.81308 1.66583
H 5.11559 -7.21652 -1.51001
H -0.48692 4.41767 0.10728
H 2.93091 1.59141 2.86678
H -9.11991 -0.53637 -0.02086
H -3.25506 0.96902 0.74296
H 3.39936 -7.39224 -1.08936
H 1.41829 4.61194 -1.25728
H 3.72630 -5.42817 -2.57764
H -0.26439 0.92140 1.25404
H 5.58655 -4.49274 -0.30686
H 2.54628 3.27304 2.04775
H -8.76082 1.16858 -0.36300
H 3.35192 1.44467 -2.62797
H -9.35100 0.71085 1.22378
H 0.53131 3.28067 -2.14440
H 5.86946 -4.42287 -2.06463
H 4.24543 0.10127 -1.09959
H 4.91563 0.50794 0.61055
H 4.51443 -6.72507 0.08845
*
```

Summary:
HOMO level	-3.76	eV
HOMO-LUMO gap	5.79	eV


Record 2
DFT (ωB97M-V with the def2-TZVPD basis set) results for a 12-piece molecular cluster, C30H78N4O19 overall.

The geometry in ORCA input format:
```
! RIJCOSX wB97M-V def2-TZVPD def2/J DEFGRID3
* xyz 1 2
O -16.84383 -3.77368 1.08858
O -18.74842 -4.86499 2.66181
O -19.86281 -1.60306 11.42440
O -20.25698 2.10610 2.44593
O -26.24946 -2.33772 2.05290
O -21.36838 -1.34061 -0.70836
O -21.99802 0.84696 4.40316
O -21.56138 -2.68168 1.49001
O -24.26895 5.78099 4.73826
O -20.12708 4.89664 2.50097
O -14.66896 2.73548 2.07853
O -17.74498 -1.88318 7.33916
O -12.85744 0.34839 1.88341
O -18.96806 -4.74202 -3.28289
O -17.43940 2.57537 3.60431
O -13.73368 -1.73258 3.78172
O -19.12268 -2.12390 1.36246
O -20.39362 2.04052 6.48397
O -16.52980 -1.84520 2.65757
N -19.25591 -5.29098 -0.17745
N -20.37370 -1.71760 8.53070
N -22.78999 3.37935 5.82517
N -23.73939 -1.12294 0.93698
C -18.74328 -1.12301 2.01111
C -23.27540 -0.07141 0.09028
C -19.08174 -4.24740 3.90577
C -19.31967 1.19349 2.51735
C -17.92175 -4.70448 -2.31855
C -16.66636 -1.72286 6.35923
C -24.72927 -2.00085 0.19670
C -24.62059 7.08695 4.42237
C -19.95774 -2.98415 7.90676
C -17.29185 -0.90212 2.62254
C -19.83522 -5.70271 2.19277
C -18.67915 -4.15303 -4.52211
C -21.57407 4.01875 6.35791
C -25.49867 -2.98397 1.05309
C -18.26351 -5.69238 -1.19809
C -21.08706 -2.21196 10.91028
C -19.06969 1.45535 6.65967
C -21.49409 -1.68865 9.49463
C -18.83565 -2.64479 6.83163
C -22.44254 -0.48561 -1.18996
C -19.69417 -0.00449 2.04460
C -17.90357 1.45414 3.11689
C -20.34574 3.29724 5.84027
C -20.08146 -1.19694 -1.33660
C -23.08326 3.62084 4.40554
C -23.31930 5.05705 3.94748
C -19.50428 -6.28741 0.84616
C -27.22551 -3.10697 2.76311
C -19.66399 -1.98435 12.78489
C -17.01185 0.44777 3.14322
H -17.77065 -4.01052 1.16932
H -24.09888 0.56348 -0.23665
H -23.67445 5.01113 2.91799
H -19.96639 -3.62684 3.76301
H -26.70920 -3.88674 3.32301
H -19.30196 -4.98977 4.67290
H -12.18799 0.71433 1.30535
H -14.66826 -1.74680 3.57534
H -18.51852 -6.60126 -1.74308
H -22.69914 0.57830 0.74899
H -23.51306 3.95492 6.23261
H -20.41947 -6.85164 0.66675
H -22.24338 -2.29537 8.98614
H -20.94891 -3.29245 10.94981
H -20.17598 3.25688 4.76432
H -19.26144 4.79806 2.89742
H -25.39476 7.41054 5.11812
H -15.99371 0.62308 3.45797
H -20.61206 -0.12119 1.48757
H -20.74394 -5.10747 2.10320
H -22.09395 -0.07231 4.15424
H -18.47940 -3.59768 6.44025
H -21.50868 5.06036 6.04350
H -19.59282 -1.33896 9.04738
H -16.31229 -4.53917 1.31899
H -28.08760 -3.38112 2.15505
H -19.12416 0.37514 6.79481
H -14.71059 3.68429 2.19797
H -19.32572 -1.85558 -0.90866
H -19.45618 -4.41329 -5.24085
H -18.54954 1.87216 7.52212
H -21.82462 -2.50085 2.39534
H -20.17438 -1.34644 -2.41229
H -17.33554 -5.80947 -0.63839
H -17.73093 -4.53142 -4.90394
H -20.10812 -6.36712 3.01264
H -20.39561 4.00343 2.28579
H -21.90703 -1.96681 11.58531
H -15.89916 -1.14819 6.87811
H -16.99507 -5.10630 -2.72831
H -16.31903 -2.72732 6.11729
H -17.69021 -3.73970 -1.86721
H -21.66487 4.05185 7.44362
H -16.65053 -3.07638 1.71944
H -27.62615 -2.47374 3.55470
H -19.80735 -0.16128 -1.13566
H -19.24072 -2.97333 12.96059
H -18.78562 -7.10576 0.80225
H -13.36032 -1.10690 3.16094
H -20.83581 -3.26812 7.32670
H -24.78664 -3.60568 1.59584
H -19.74854 -3.75807 8.64524
H -13.40449 1.09701 2.12119
H -22.02423 0.34369 -1.76039
H -22.21394 3.36988 3.79775
H -20.51247 -1.97192 13.46902
H -17.09503 -1.26173 5.46945
H -23.73718 7.71433 4.54092
H -24.13112 -0.76991 1.79838
H -21.99757 -2.04805 0.91569
H -15.56118 2.43293 2.24773
H -24.31546 -2.44477 -0.70873
H -19.45349 3.80636 6.20466
H -25.50676 -1.31731 -0.14446
H -23.96099 3.04093 4.12023
H -21.79683 -0.65826 9.68104
H -20.15189 -5.10354 -0.60429
H -19.39665 -2.14356 6.04287
H -23.08319 -1.05190 -1.86597
H -22.36976 5.59175 3.92359
H -18.63404 -3.08404 -4.31396
H -21.55574 1.25262 3.65747
H -18.42218 1.57450 5.79098
H -25.12325 7.21621 3.46387
H -18.14709 -3.76132 4.18549
H -18.93199 -1.33117 13.25988
H -20.62189 -2.48482 1.47620
H -26.13376 -3.68812 0.51558
*
```

Summary:
HOMO level (alpha / beta)	-9.55 / -9.55	eV
HOMO-LUMO gap (alpha / beta)	5.02 / 3.33	eV


Record 3
DFT (ωB97M-V with the def2-TZVPD basis set) results for one molecule with the formula C11H18O4.

The geometry in ORCA input format:
```
! RIJCOSX wB97M-V def2-TZVPD def2/J DEFGRID3
* xyz 0 1
O 0.43061 -0.24237 -2.82744
O 1.41132 -1.67927 -0.36766
O -1.23573 -0.51309 -1.37572
O 3.60243 -1.27799 -0.41282
C 3.07224 1.38751 -1.12561
C -1.15799 1.76008 0.79820
C 0.11341 0.92210 0.66783
C 2.10026 0.53059 -0.82832
C 0.64312 0.90487 -0.77486
C -2.95018 0.68473 2.28762
C -2.57193 -0.76482 1.99358
C -3.75442 -1.70122 2.21455
C -0.17182 -0.03293 -1.64914
C 2.47268 -0.87337 -0.51733
C -1.78226 1.66838 2.19743
H -3.73109 0.99588 1.58975
H -0.10466 -0.83653 -3.37705
H -1.74952 -1.06336 2.64883
H -2.23881 -0.85553 0.95956
H -0.90941 2.80105 0.57592
H 0.88728 1.33631 1.31857
H 4.09872 1.06173 -1.12824
H 1.70294 -2.58398 -0.17388
H 0.53544 1.90536 -1.20992
H -4.58193 -1.42712 1.56390
H -1.88494 1.42711 0.05780
H -2.15413 2.65346 2.48846
H -4.09943 -1.65055 3.24582
H 2.87547 2.41669 -1.37091
H -1.01404 1.38618 2.92075
H -3.37034 0.74189 3.29586
H -3.47452 -2.72920 1.99624
H -0.08394 -0.10199 0.97930
*
```

Summary:
HOMO level	-10.10	eV
structure (SMILES)	C=C(C(=O)O)[C@H](CCCCCC)C(=O)O
HOMO-LUMO gap	10.56	eV


Record 4
DFT (ωB97M-V with the def2-TZVPD basis set) results for C38H37F4N2O3S as an isolated structure.

The geometry in ORCA input format:
```
! RIJCOSX wB97M-V def2-TZVPD def2/J DEFGRID3
* xyz -1 1
S -2.38439 2.54895 5.08429
F -3.81379 5.49315 -0.98781
F 4.53871 -0.86327 -1.13573
F 3.84086 -4.73801 -5.01787
F -3.38865 -1.87580 4.31579
O 0.25416 -0.13900 2.84839
O -0.56096 2.75824 -1.63601
O 0.16300 4.66538 -0.78951
N -1.41199 1.37578 4.48095
N -2.40808 3.63583 3.85955
C -4.50602 3.52310 -3.93094
C 4.50175 -0.27210 1.78164
C 4.37850 0.74420 -4.36955
C -0.76445 -1.13200 2.62766
C 5.37266 -6.44466 -4.49098
C 4.47039 0.57782 -2.99510
C 4.22475 -1.64179 -4.65201
C 3.37608 -6.12689 -3.17760
C -4.77787 6.13912 -3.03311
C -4.07811 3.86200 -2.65612
C -1.09131 1.80963 3.26038
C -0.52705 2.87831 0.73934
C 2.55971 1.00061 0.58326
C -1.96002 4.95530 1.15107
C 0.09689 1.58885 1.12294
C -6.70745 -1.65378 5.72260
C -0.57133 -1.91792 1.30613
C -5.06244 4.49002 -4.75979
C 3.74123 -7.19291 -2.36785
C -0.21670 1.08022 2.35777
C 4.25310 -0.36461 -5.19736
C 4.32704 -1.81210 -3.27884
C -1.66654 3.10518 2.88244
C -4.09928 -0.91649 6.34169
C 4.92372 -7.87918 -2.61350
C -1.35656 3.59729 1.56188
C -5.13360 -0.61017 7.21414
C 2.98475 0.04212 1.72397
C 4.19657 -5.76932 -4.22966
C 4.44564 -0.69935 -2.46902
C -5.67693 -1.95289 4.84240
C 5.73961 -7.50358 -3.67257
C -4.22336 5.16591 -2.22376
C -4.38543 -1.58190 5.16503
C -0.26892 3.50024 -0.65487
C -6.43656 -0.98036 6.90655
C -5.19557 5.79796 -4.31202
C 1.05106 0.88314 0.16256
H 4.12298 -2.50393 -5.29450
H 4.31534 -2.80010 -2.83530
H 0.79997 -0.16761 -0.03585
H -1.21955 -2.81488 1.25865
H -0.91397 -1.27470 0.47474
H -3.07679 -0.64273 6.56902
H 2.41110 -0.90016 1.72491
H 4.40334 1.73912 -4.79472
H -0.82580 -1.82301 3.48957
H -2.87849 5.07177 1.75708
H 5.14399 0.62858 1.76060
H -5.39215 4.22444 -5.75704
H -3.63214 3.12498 -1.99981
H 0.97647 1.40445 -0.80933
H -4.92258 -0.08156 8.13493
H -4.87948 7.15102 -2.66213
H -2.21548 4.91975 0.07792
H -7.72240 -1.94553 5.48435
H -5.86898 -2.46992 3.91101
H -1.22775 5.74666 1.38600
H 0.48435 -2.21346 1.17329
H 5.99106 -6.14215 -5.32624
H 6.66319 -8.03562 -3.86150
H 4.85589 -0.99509 1.03616
H -1.77011 -0.67225 2.56502
H 2.71467 0.54307 2.67494
H 2.82857 2.04655 0.82309
H 4.68994 -0.73858 2.77309
H -7.24275 -0.74400 7.59004
H 2.46276 -5.57420 -2.99771
H 3.13827 0.73138 -0.31836
H 4.55978 1.42945 -2.33300
H -5.62504 6.55252 -4.95930
H 4.17682 -0.23188 -6.26948
H 5.20888 -8.70795 -1.97768
H -4.40440 2.50320 -4.27869
H 3.10367 -7.48782 -1.54456
*
```

Summary:
HOMO level	-4.51	eV
HOMO-LUMO gap	6.63	eV


Max |F| for every record listed, in sequence, given in eV/Å: 6.12; 6.61; 0.90; 1.97.
Electronic energy for every record listed, in sequence, given in a.u.: -1977.49492; -2837.79627; -730.93447; -2603.14047.